{"formula": "C2H5OP", "method": "ωB97M-V/def2-TZVPD", "e_tot_ha": -495.708759, "lumo_energy_ev": 0.12, "orbital_gap_ev": 9.400, "e_above_lowest_kcal_mol": 45.0, "symbols": ["C", "C", "O", "P", "H", "H", "H", "H", "H"], "positions_angstrom": [[-0.39796, 0.52961, -0.14310], [0.31651, -0.64090, 0.39621], [1.63815, -0.50310, -0.03705], [-2.06192, 0.58969, -0.62615], [0.37699, 1.41176, -0.11208], [-0.21708, -1.48282, 0.15196], [0.48905, -0.59520, 1.45169], [1.91999, -1.30748, -0.35929], [-2.06373, 1.99845, -0.72219]], "nbo_charge": [-0.50, -0.16, -0.71, 0.34, 0.23, 0.18, 0.19, 0.47, -0.04]}